Model 1:
3 unconnected molecules or ions with the total composition C4H7NO. Source: the OMol25 dataset; level of theory: the ωB97M-V functional and the def2-TZVPD basis.

The geometry in XYZ format:
```
13
Properties=species:S:1:pos:R:3:lowdin_charge:R:1
C -0.89 1.32 -0.42 0.0418
C -1.65 0.33 -0.89 -0.1593
C -1.66 -0.96 -0.25 -0.2398
N -1.64 -2.01 0.25 0.1549
H -0.87 2.28 -0.92 0.0737
H -0.26 1.20 0.45 0.0332
H -2.27 0.44 -1.77 0.1022
H 1.84 1.84 1.50 0.0493
H 1.99 1.30 1.00 0.0219
C 1.36 -1.44 0.27 -0.1774
O 1.88 -0.56 -0.37 -0.0618
H 1.18 -2.45 -0.15 0.0809
H 1.01 -1.29 1.31 0.0804
```

Results
- HOMO (eV) = -10.24
- net charge = 0
- gap between HOMO and LUMO (Ha) = 0.3886
- SMILES = C=CC#N.[H][H].C=O

=====

Model 2:
C4H7NO in the gas phase. Source: the OMol25 dataset; level of theory: the ωB97M-V functional and the def2-TZVPD basis.

The geometry in XYZ format:
```
13
Properties=species:S:1:pos:R:3:lowdin_charge:R:1
C 0.47 2.14 0.00 -0.0771
N 0.82 1.19 -0.77 -0.0311
C 1.16 -0.07 -0.12 -0.2671
C 0.04 -1.08 -0.27 -0.0950
C -1.18 -0.84 0.21 -0.2146
O -2.25 -1.67 0.20 0.0096
H 0.44 2.05 1.09 0.0764
H 0.17 3.09 -0.44 0.0657
H 1.40 0.08 0.94 0.1041
H 2.07 -0.46 -0.60 0.1056
H 0.26 -2.02 -0.77 0.1015
H -1.43 0.11 0.68 0.1196
H -1.97 -2.52 -0.16 0.1025
```

Results
- HOMO (eV) = -8.88
- net charge = 0
- gap between HOMO and LUMO (Ha) = 0.3610
- SMILES = C=NC/C=C/O

=====

Model 3:
C4H7NO in the gas phase. Source: the OMol25 dataset; level of theory: the ωB97M-V functional and the def2-TZVPD basis.

The geometry in XYZ format:
```
13
Properties=species:S:1:pos:R:3:lowdin_charge:R:1
N 2.16 -0.27 -0.13 0.1581
C 1.06 0.51 -0.05 -0.5233
O 1.08 1.68 -0.40 0.0451
C -0.17 -0.21 0.45 -0.2016
C -1.32 -0.48 -0.52 -0.1139
C -1.43 0.58 0.50 -0.1137
H 2.17 -1.19 0.26 0.0947
H 3.01 0.18 -0.44 0.1104
H -0.08 -1.21 0.83 0.1234
H -1.13 -0.24 -1.55 0.1021
H -1.93 -1.38 -0.35 0.1073
H -2.12 0.45 1.32 0.1029
H -1.30 1.58 0.10 0.1086
```

Results
- HOMO (eV) = -9.89
- net charge = 0
- gap between HOMO and LUMO (Ha) = 0.3991
- SMILES = NC(=O)C1CC1

=====

Model 4:
2 unconnected molecules or ions with the total composition C4H7NO. Source: the OMol25 dataset; level of theory: the ωB97M-V functional and the def2-TZVPD basis.

The geometry in XYZ format:
```
13
Properties=species:S:1:pos:R:3:lowdin_charge:R:1
N 1.36 0.44 0.77 -0.0443
C 1.52 -0.69 -1.44 -0.0182
O 1.63 0.23 -2.09 0.0140
C -0.78 -0.64 0.06 -0.2469
C -1.71 -0.33 -0.83 -0.0114
C -0.08 0.37 0.95 -0.2826
H 1.91 -0.16 1.35 0.0780
H 1.74 1.38 0.73 0.0786
H -0.50 -1.68 0.22 0.0956
H -1.96 0.70 -1.07 0.0618
H -2.26 -1.10 -1.37 0.0552
H -0.37 0.13 1.98 0.1087
H -0.51 1.36 0.73 0.1117
```

Results
- HOMO (eV) = -9.06
- net charge = 0
- gap between HOMO and LUMO (Ha) = 0.3737

=====

Of them, the most stable is model 3 and the least stable is model 1.